Record 1
A cluster of 5 separate species, C29H29F2N5O7 in total in a non-equilibrium geometry. Source: the OMol25 dataset; level of theory: ωB97M-V/def2-TZVPD.

Computed properties:
Spin multiplicity = 1
Total charge = 0
HOMO energy = -0.286 Ha
Frontier orbital gap = 5.04 eV
SMILES = CC(=O)OC(=O)CC1=C(N(C(=O)F)C(=O)F)C(=O)C=C(C)C1=O.c1cc[nH]c1.c1cc[nH]c1.c1cc[nH]c1.c1cc[nH]c1
LUMO = -2.74 eV

Last columns: bonded neighbours and bond lengths (Å).
Cartesian coordinates (Å):
1 F -0.394 -2.605 4.431  C23 1.493
2 F -2.803 0.387 4.156  C31 1.485
3 O 2.406 -3.467 -3.572  C16 1.363
4 O -2.331 1.088 1.875  C31 1.361
5 O -2.596 -2.920 3.406  C23 1.355
6 O 0.925 -4.214 -1.836  C16 1.471, C19 1.471
7 O 3.519 -1.332 0.444  C26 1.335
8 O 0.657 0.368 4.548  C27 1.354
9 O 2.106 -4.015 0.245  C19 1.363
10 N 1.307 0.413 -6.279  C35 1.371, C43 1.371, H61 1.012
11 N -4.453 2.418 8.700  C29 1.371, C37 1.371, H51 1.012
12 N 2.893 1.291 -9.951  C18 1.371, C25 1.371, H65 1.012
13 N -1.322 -1.059 2.470  C23 1.513, C31 1.513, C33 1.512
14 N -1.700 -1.060 7.082  C32 1.371, C40 1.371, H52 1.012
15 C 3.963 2.052 -11.744  C18 1.377, C21 1.415, H62 1.082
16 C 1.187 -3.328 -2.981  O3 1.363, O6 1.471, C24 1.655
17 C -4.009 1.700 6.644  C37 1.377, C41 1.415, H64 1.082
18 C 4.069 1.221 -10.652  N12 1.371, C15 1.377, H69 1.082
19 C 1.107 -3.533 -0.545  O6 1.471, O9 1.363, C42 1.639
20 C 0.914 -1.242 0.998  C26 1.639, C33 1.518, C42 1.639
21 C 2.677 2.641 -11.704  C15 1.415, C25 1.377, H66 1.082
22 C -0.555 1.376 -7.019  C28 1.415, C43 1.377, H70 1.082
23 C -1.450 -2.197 3.458  F1 1.493, O5 1.355, N13 1.513
24 C 0.053 -2.268 -3.557  C16 1.655, H44 1.191, H53 1.180, H68 1.177
25 C 2.036 2.150 -10.589  N12 1.371, C21 1.377, H58 1.082
26 C 2.440 -0.660 0.850  O7 1.335, C20 1.639, C34 1.670
27 C 0.856 0.381 3.209  O8 1.354, C33 1.672, C38 1.654
28 C -0.210 0.325 -7.902  C22 1.415, C35 1.377, H57 1.082
29 C -5.361 1.430 8.422  N11 1.371, C41 1.377, H56 1.082
30 C -1.655 -1.915 9.134  C36 1.415, C40 1.377, H59 1.082
31 C -2.170 0.139 2.836  F2 1.485, O4 1.361, N13 1.513
32 C -0.526 -0.648 7.657  N14 1.371, C36 1.377, H60 1.082
33 C 0.115 -0.697 2.168  N13 1.512, C20 1.518, C27 1.672
34 C 2.665 0.930 1.310  C26 1.670, C38 1.506, C39 1.643
35 C 0.946 -0.250 -7.423  N10 1.371, C28 1.377, H63 1.082
36 C -0.474 -1.162 8.933  C30 1.415, C32 1.377, H46 1.082
37 C -3.621 2.586 7.624  N11 1.371, C17 1.377, H49 1.082
38 C 1.887 1.455 2.488  C27 1.654, C34 1.506, H71 1.171
39 C 3.661 1.987 0.542  C34 1.643, H45 1.192, H54 1.193, H67 1.181
40 C -2.393 -1.838 7.974  N14 1.371, C30 1.377, H50 1.082
41 C -5.110 0.969 7.149  C17 1.415, C29 1.377, H55 1.082
42 C 0.166 -2.306 0.001  C19 1.639, C20 1.639, H47 1.194, H48 1.191
43 C 0.400 1.409 -6.028  N10 1.371, C22 1.377, H72 1.082
44 H -1.004 -2.731 -3.263  C24 1.191
45 H 3.856 2.923 1.254  C39 1.192
46 H 0.329 -1.012 9.643  C36 1.082
47 H -0.735 -2.819 0.592  C42 1.194
48 H -0.362 -1.680 -0.863  C42 1.191
49 H -2.827 3.321 7.647  C37 1.082
50 H -3.350 -2.267 7.707  C40 1.082
51 H -4.404 2.941 9.565  N11 1.012
52 H -2.007 -0.828 6.147  N14 1.012
53 H 0.123 -2.090 -4.721  C24 1.180
54 H 3.174 2.446 -0.447  C39 1.193
55 H -5.661 0.189 6.639  C41 1.082
56 H -6.107 1.142 9.150  C29 1.082
57 H -0.746 0.022 -8.792  C28 1.082
58 H 1.047 2.340 -10.194  C25 1.082
59 H -1.937 -2.456 10.027  C30 1.082
60 H 0.169 -0.025 7.110  C32 1.082
61 H 2.116 0.200 -5.711  N10 1.012
62 H 4.730 2.217 -12.490  C15 1.082
63 H 1.540 -1.073 -7.797  C35 1.082
64 H -3.547 1.591 5.671  C17 1.082
65 H 2.689 0.787 -9.098  N12 1.012
66 H 2.262 3.346 -12.413  C21 1.082
67 H 4.728 1.549 0.290  C39 1.181
68 H 0.168 -1.261 -2.958  C24 1.177
69 H 4.878 0.588 -10.313  C18 1.082
70 H -1.408 2.037 -7.097  C22 1.082
71 H 1.955 2.546 2.908  C38 1.171
72 H 0.511 2.054 -5.166  C43 1.082

---

Record 2
A cluster of 3 separate species, C20H41N4O7PS3 in total in a non-equilibrium geometry. Source: the OMol25 dataset; level of theory: ωB97M-V/def2-TZVPD.

Computed properties:
Spin multiplicity = 1
Total charge = 0
HOMO energy = -0.318 Ha
Frontier orbital gap = 8.70 eV
SMILES = CO[C@@H](CCCCCCCSc1nnco1)CNP(N)O.O=S1(=O)CCCC1.O=S1(=O)CCCC1
LUMO = 0.05 eV

Last columns: bonded neighbours and bond lengths (Å).
Cartesian coordinates (Å):
1 S 2.917 -3.625 2.507  O5 1.445, O6 1.447, C22 1.784, C26 1.790
2 S 8.781 -1.111 4.221  O8 1.445, O10 1.446, C18 1.784, C29 1.790
3 S -8.107 2.063 -1.186  C16 1.833, C21 1.876
4 P -0.330 1.320 -5.145  O9 1.728, N12 1.762, N14 1.767
5 O 3.963 -4.413 1.896  S1 1.445
6 O 3.199 -2.569 3.455  S1 1.447
7 O -6.571 -0.113 -2.342  C16 1.419, C31 1.423
8 O 8.838 0.309 3.956  S2 1.445
9 O 0.594 -0.036 -5.689  P4 1.728, H57 0.983
10 O 9.832 -1.805 4.931  S2 1.446
11 O -0.073 0.191 -0.214  C19 1.455, C24 1.467
12 N 0.225 1.885 -3.571  P4 1.762, C17 1.502, H50 1.032
13 N -8.194 -1.862 -2.104  N15 1.370, C31 1.432
14 N -1.967 0.719 -4.858  P4 1.767, H55 1.031, H67 1.034
15 N -8.728 -0.719 -1.569  N13 1.370, C16 1.444
16 C -7.766 0.346 -1.728  S3 1.833, O7 1.419, N15 1.444
17 C 0.279 0.774 -2.561  N12 1.502, C24 1.628, H43 1.156, H59 1.143
18 C 7.218 -1.479 4.999  S2 1.784, C35 1.523, H37 1.090, H41 1.092
19 C -1.052 -0.027 0.840  O11 1.455, H44 1.150, H72 1.149, H75 1.142
20 C 7.061 -2.603 2.846  C29 1.530, C35 1.530, H39 1.092, H45 1.095
21 C -6.501 3.020 -1.041  S3 1.876, C30 1.600, H65 1.152, H76 1.139
22 C 1.871 -2.975 1.216  S1 1.784, C33 1.523, H56 1.090, H73 1.092
23 C 0.414 -4.520 2.407  C26 1.530, C33 1.530, H36 1.095, H60 1.092
24 C -0.596 1.111 -1.230  O11 1.467, C17 1.628, C32 1.602, H69 1.147
25 C -4.471 4.147 -2.429  C28 1.604, C30 1.604, H42 1.156, H54 1.155
26 C 1.701 -4.736 3.207  S1 1.790, C23 1.530, H49 1.090, H52 1.091
27 C -2.747 3.746 -0.407  C28 1.630, C34 1.614, H58 1.140, H70 1.151
28 C -3.920 4.693 -1.026  C25 1.604, C27 1.630, H48 1.142, H74 1.157
29 C 8.443 -1.964 2.685  S2 1.790, C20 1.530, H66 1.091, H68 1.090
30 C -5.991 3.637 -2.426  C21 1.600, C25 1.604, H51 1.147, H64 1.156
31 C -6.898 -1.478 -2.576  O7 1.423, N13 1.432, H40 1.139
32 C -0.382 2.618 -0.731  C24 1.602, C34 1.630, H46 1.155, H62 1.139
33 C 0.818 -4.055 1.006  C22 1.523, C23 1.530, H47 1.095, H53 1.092
34 C -1.456 3.663 -1.372  C27 1.614, C32 1.630, H61 1.139, H71 1.155
35 C 6.271 -1.744 3.836  C18 1.523, C20 1.530, H38 1.090, H63 1.095
36 H -0.193 -3.745 2.887  C23 1.095
37 H 6.907 -0.642 5.624  C18 1.090
38 H 5.360 -2.243 4.166  C35 1.090
39 H 6.550 -2.683 1.884  C20 1.092
40 H -6.151 -2.162 -3.098  C31 1.139
41 H 7.352 -2.375 5.609  C18 1.092
42 H -4.392 5.028 -3.173  C25 1.156
43 H 1.356 0.593 -2.183  C17 1.156
44 H -0.925 -1.114 1.194  C19 1.150
45 H 7.167 -3.616 3.246  C20 1.095
46 H -0.574 2.644 0.407  C32 1.155
47 H 1.247 -4.894 0.449  C33 1.095
48 H -4.727 4.931 -0.255  C28 1.142
49 H 1.562 -4.501 4.263  C26 1.090
50 H 1.158 2.320 -3.643  N12 1.032
51 H -6.652 4.500 -2.793  C30 1.147
52 H 2.073 -5.756 3.098  C26 1.091
53 H -0.038 -3.677 0.443  C33 1.092
54 H -3.787 3.332 -2.879  C25 1.155
55 H -2.199 0.861 -3.864  N14 1.031
56 H 2.463 -2.773 0.324  C22 1.090
57 H 1.524 0.273 -5.760  O9 0.983
58 H -3.181 2.708 -0.215  C27 1.140
59 H -0.097 -0.212 -2.999  C17 1.143
60 H -0.186 -5.431 2.373  C23 1.092
61 H -1.700 3.366 -2.444  C34 1.139
62 H 0.698 2.939 -0.898  C32 1.139
63 H 5.987 -0.800 3.361  C35 1.095
64 H -6.067 2.825 -3.245  C30 1.156
65 H -6.745 3.913 -0.354  C21 1.152
66 H 8.452 -1.227 1.880  C29 1.091
67 H -2.583 1.292 -5.459  N14 1.034
68 H 9.215 -2.714 2.511  C29 1.090
69 H -1.705 0.914 -1.452  C24 1.147
70 H -2.380 4.266 0.552  C27 1.151
71 H -0.888 4.668 -1.423  C34 1.155
72 H -0.745 0.630 1.732  C19 1.149
73 H 1.419 -2.051 1.585  C22 1.092
74 H -3.388 5.699 -1.235  C28 1.157
75 H -2.133 0.161 0.523  C19 1.142
76 H -5.726 2.346 -0.547  C21 1.139

---

Record 3
A cluster of 17 separate species, C4H41NO16 in total in a non-equilibrium geometry. Source: the OMol25 dataset; level of theory: ωB97M-V/def2-TZVPD.

Computed properties:
Spin multiplicity = 1
Total charge = 0
HOMO energy = -0.289 Ha
Frontier orbital gap = 7.76 eV
LUMO = -0.10 eV

Last columns: bonded neighbours and bond lengths (Å).
Cartesian coordinates (Å):
1 O -2.234 2.572 -1.464  H56 1.008, H62 0.963
2 O 1.118 0.761 4.855  H31 0.970, H39 0.983
3 O -1.629 -2.200 0.561  H23 0.983, H45 1.005
4 O 2.261 -1.893 0.362  H49 0.975, H61 0.970
5 O 0.596 3.334 0.040  H27 0.993, H54 0.966
6 O -3.300 0.370 -2.273  H36 0.955, H57 0.959
7 O -2.138 -1.488 3.641  H44 0.984, H48 0.954
8 O 4.269 1.307 0.042  H50 0.988, H52 0.969
9 O -3.797 -2.405 -1.310  H34 0.951, H38 0.945
10 O -1.167 -4.419 -0.960  H28 0.957, H37 0.954
11 O 2.654 2.339 2.083  H42 0.960, H53 0.951
12 O -0.659 2.257 2.608  H32 0.958, H33 0.979
13 O -2.740 1.071 1.892  H43 0.962, H55 0.954
14 O 4.537 -1.006 1.576  H47 0.976, H58 0.964
15 O 0.752 -1.580 2.626  H41 0.948, H51 0.974
16 O -1.146 -2.322 -2.846  H22 0.975, H29 0.957
17 N 0.930 0.009 -1.182  C18 1.392, C20 1.455, H30 1.024
18 C 1.162 0.472 -2.473  N17 1.392, C19 1.358, C21 1.513
19 C 2.447 0.489 -2.914  C18 1.358, H35 1.070, H40 1.059
20 C -0.365 0.334 -0.602  N17 1.455, H25 1.118, H59 1.087, H60 1.101
21 C 0.097 1.166 -3.293  C18 1.513, H24 1.080, H26 1.117, H46 1.077
22 H -1.390 -1.378 -2.819  O16 0.975
23 H -2.472 -2.583 0.890  O3 0.983
24 H 0.404 0.837 -4.275  C21 1.080
25 H -1.214 -0.215 -1.081  C20 1.118
26 H -0.045 2.270 -3.383  C21 1.117
27 H 1.353 3.403 -0.599  O5 0.993
28 H -1.935 -4.055 -1.400  O10 0.957
29 H -0.618 -2.323 -3.644  O16 0.957
30 H 1.641 -0.530 -0.681  N17 1.024
31 H 1.716 1.232 4.254  O2 0.970
32 H -1.306 2.883 2.938  O12 0.958
33 H -0.028 2.714 2.015  O12 0.979
34 H -3.434 -1.951 -2.063  O9 0.951
35 H 2.652 0.596 -3.959  C19 1.070
36 H -3.136 0.347 -1.332  O6 0.955
37 H -0.465 -4.687 -1.548  O10 0.954
38 H -3.252 -3.149 -1.103  O9 0.945
39 H 0.438 1.438 4.635  O2 0.983
40 H 3.304 0.074 -2.452  C19 1.059
41 H 0.938 -1.123 3.436  O15 0.948
42 H 3.045 1.894 1.329  O11 0.960
43 H -3.360 0.591 1.334  O13 0.962
44 H -1.550 -1.284 4.403  O7 0.984
45 H -1.408 -3.011 0.011  O3 1.005
46 H -0.882 0.759 -3.100  C21 1.077
47 H 3.686 -1.410 1.319  O14 0.976
48 H -2.025 -0.673 3.157  O7 0.954
49 H 1.659 -2.500 -0.108  O4 0.975
50 H 3.456 0.968 -0.406  O8 0.988
51 H -0.214 -1.494 2.534  O15 0.974
52 H 4.881 0.559 0.114  O8 0.969
53 H 2.920 3.253 2.087  O11 0.951
54 H 0.317 2.410 0.001  O5 0.966
55 H -2.107 1.580 1.393  O13 0.954
56 H -2.364 3.568 -1.548  O1 1.008
57 H -4.213 0.117 -2.426  O6 0.959
58 H 4.574 -0.296 2.227  O14 0.964
59 H -0.341 0.176 0.473  C20 1.087
60 H -0.577 1.408 -0.489  C20 1.101
61 H 1.794 -1.684 1.187  O4 0.970
62 H -2.088 2.101 -2.292  O1 0.963

---

Record 4
A cluster of 6 separate species, C2H14O5 in total in a non-equilibrium geometry. Source: the OMol25 dataset; level of theory: ωB97M-V/def2-TZVPD.

Computed properties:
Spin multiplicity = 1
Total charge = 0
HOMO energy = -0.342 Ha
Frontier orbital gap = 9.51 eV
SMILES = C=C.O.O.O.O.O
LUMO = 0.19 eV

Last columns: bonded neighbours and bond lengths (Å).
Cartesian coordinates (Å):
1 O -1.540 -0.154 -1.270  H16 0.971, H18 0.977
2 O -0.647 2.032 0.320  H12 0.984, H13 1.009
3 O 3.169 2.158 -2.305  H8 1.002, H9 0.960
4 O 0.808 -0.563 1.318  H10 0.953, H21 1.013
5 O 1.526 -0.186 -1.689  H11 0.956, H19 0.928
6 C -2.319 -1.737 2.333  C7 1.322, H14 1.188, H17 1.091
7 C -1.332 -2.482 1.866  C6 1.322, H15 1.094, H20 1.067
8 H 4.141 2.106 -2.544  O3 1.002
9 H 3.134 2.673 -1.495  O3 0.960
10 H 0.159 -0.338 0.656  O4 0.953
11 H 1.521 0.664 -2.126  O5 0.956
12 H -1.423 1.570 -0.071  O2 0.984
13 H -0.551 2.958 -0.068  O2 1.009
14 H -3.466 -2.003 2.177  C6 1.188
15 H -0.323 -2.404 2.281  C7 1.094
16 H -0.619 0.054 -1.498  O1 0.971
17 H -2.105 -0.803 2.856  C6 1.091
18 H -2.002 -0.232 -2.127  O1 0.977
19 H 2.450 -0.272 -1.671  O5 0.928
20 H -1.582 -3.422 1.429  C7 1.067
21 H 1.003 0.381 1.627  O4 1.013

---

These records have M values of 597.57 576.74 359.36 118.13 u, in the order they appear.